[1]
111
Properties=species:S:1:pos:R:3:lowdin_charge:R:1 method="wB97M-V/def2-TZVPD" total_charge=0 orbital_gap_ev=9.7
C 1.60 1.08 -2.20 -0.132
C 1.11 1.61 -3.16 -0.246
Si 0.03 2.22 -4.51 0.428
O -1.36 2.87 -3.87 -0.535
Si -2.85 2.30 -4.36 -0.054
Br -3.02 1.70 -6.51 0.378
C -3.40 0.90 -3.23 -0.301
C -2.60 -0.37 -3.59 -0.308
C -3.00 -1.63 -2.81 -0.246
C -2.22 -2.82 -3.43 -0.102
H 2.28 0.65 -1.51 -0.036
H 0.78 3.28 -5.20 -0.014
H -0.19 1.10 -5.43 -0.021
H -3.84 3.34 -4.14 -0.067
H -3.25 1.19 -2.19 0.005
H -4.45 0.72 -3.42 0.080
H -1.53 -0.23 -3.44 0.089
H -2.81 -0.59 -4.63 0.078
H -2.70 -1.56 -1.77 0.076
H -4.07 -1.82 -2.89 0.107
H -1.95 -3.61 -2.72 -0.003
H -1.33 -2.40 -3.89 0.066
H -2.79 -3.26 -4.24 0.072
Br 6.11 0.50 -0.15 0.611
C 6.22 2.12 -1.22 -0.687
C 5.30 3.19 -0.68 -0.646
Br 3.44 2.82 -1.14 0.759
H 5.98 1.84 -2.24 0.053
H 7.25 2.44 -1.16 0.059
H 5.53 4.15 -1.13 0.050
H 5.35 3.28 0.40 0.052
Br 1.55 6.85 -1.42 0.629
C 0.39 5.48 -0.67 -0.732
C 0.14 5.70 0.80 -0.687
Br 1.68 5.18 1.87 0.592
H 0.86 4.53 -0.88 -0.008
H -0.54 5.55 -1.23 0.050
H -0.68 5.06 1.14 0.032
H -0.08 6.73 1.05 0.051
Br -1.48 2.47 -0.54 0.779
C -1.53 1.93 1.33 -0.663
C -1.83 0.47 1.44 -0.691
Br -3.72 0.15 1.12 0.639
H -2.26 2.56 1.83 0.056
H -0.54 2.16 1.73 0.047
H -1.64 0.10 2.44 0.025
H -1.27 -0.13 0.72 0.048
Br -1.78 -5.51 -0.64 0.670
C -2.85 -4.76 0.80 -0.669
C -2.44 -3.36 1.14 -0.684
Br -0.79 -3.35 2.18 0.667
H -2.76 -5.44 1.64 0.051
H -3.87 -4.77 0.43 0.063
H -3.18 -2.89 1.78 0.041
H -2.27 -2.74 0.27 0.024
Br 3.58 -2.35 2.51 0.647
C 2.39 -1.05 1.69 -0.696
C 2.32 0.23 2.47 -0.661
Br 1.24 0.01 4.08 0.666
H 1.42 -1.54 1.60 -0.011
H 2.80 -0.87 0.70 0.043
H 1.82 1.00 1.88 0.044
H 3.29 0.60 2.79 0.053
Br -2.53 5.00 -5.21 0.766
C -2.37 6.60 -6.33 -0.627
C -3.01 7.79 -5.66 -0.699
Br -4.95 7.72 -5.77 0.610
H -2.83 6.36 -7.29 0.055
H -1.31 6.76 -6.46 0.058
H -2.72 8.70 -6.18 0.057
H -2.75 7.87 -4.61 0.048
Br 2.51 8.34 -5.55 0.596
C 3.41 9.15 -4.02 -0.701
C 4.88 8.81 -4.00 -0.692
Br 5.18 6.99 -3.39 0.592
H 2.89 8.81 -3.14 -0.005
H 3.27 10.22 -4.15 0.059
H 5.40 9.44 -3.29 0.058
H 5.34 8.90 -4.98 0.049
Br -4.42 0.76 4.76 0.607
C -3.05 1.22 6.07 -0.683
C -1.70 0.68 5.66 -0.739
Br -1.57 -1.24 5.98 0.593
H -3.39 0.85 7.02 0.050
H -3.03 2.31 6.09 0.058
H -0.92 1.13 6.27 0.055
H -1.49 0.84 4.61 -0.015
Br 0.31 -7.55 -2.93 0.586
C 1.51 -6.99 -1.50 -0.721
C 2.92 -7.41 -1.76 -0.698
Br 3.18 -9.31 -1.40 0.603
H 1.11 -7.39 -0.58 0.043
H 1.44 -5.90 -1.48 0.050
H 3.61 -6.90 -1.08 0.056
H 3.24 -7.24 -2.79 0.049
Br -0.39 -6.51 5.09 0.608
C 1.37 -5.82 5.58 -0.680
C 1.93 -4.92 4.51 -0.720
Br 2.60 -5.93 2.99 0.578
H 1.99 -6.68 5.78 0.046
H 1.21 -5.27 6.50 0.062
H 2.78 -4.37 4.89 0.046
H 1.19 -4.22 4.12 -0.007
Br 0.58 -8.96 8.29 0.598
C -0.98 -9.69 7.40 -0.706
C -2.24 -8.98 7.82 -0.711
Br -2.82 -9.53 9.59 0.604
H -1.00 -10.75 7.62 0.050
H -0.80 -9.54 6.34 0.037
H -3.06 -9.24 7.15 0.058
H -2.12 -7.90 7.85 0.038



[2]
106
Properties=species:S:1:pos:R:3:mulliken_spin:R:1 method="wB97M-V/def2-TZVPD" total_charge=-1 e_above_lowest_kj_mol=243.52 orbital_gap_ev="6.2 / 7.5" multiplicity=4
V 0.43 0.37 0.63 2.689
N 2.09 -0.94 -0.03 0.044
C 3.37 -0.44 -0.54 0.009
C 3.25 1.00 -1.07 0.027
N 1.90 1.36 -1.49 0.023
C 1.43 2.54 -0.75 -0.011
C -1.05 3.03 1.24 0.014
N -1.37 1.64 0.90 -0.012
C 1.68 1.34 -2.91 0.011
C 1.79 -0.06 -3.52 0.004
N 0.90 -1.03 -2.86 -0.003
H 2.22 -1.63 0.70 0.014
H 1.60 -1.35 -0.83 -0.026
H 3.75 -1.11 -1.32 -0.002
H 4.10 -0.46 0.28 0.001
H 3.96 1.14 -1.89 -0.001
H 3.53 1.68 -0.27 -0.008
H 0.45 2.80 -1.18 -0.017
H 2.10 3.41 -0.90 0.009
H -0.95 3.61 0.33 -0.006
H -1.86 3.49 1.82 -0.001
H -1.91 1.59 0.04 -0.032
H -1.91 1.20 1.64 0.005
H 2.40 1.98 -3.45 0.003
H 0.68 1.73 -3.09 -0.005
H 2.82 -0.43 -3.44 0.000
H 1.58 0.05 -4.59 -0.001
H 0.79 -1.84 -3.45 0.000
H -0.03 -0.61 -2.76 0.002
C 7.08 2.01 4.08 0.000
C 5.68 1.47 3.97 0.000
C 5.09 0.81 5.04 0.000
C 3.79 0.33 4.95 -0.003
C 3.07 0.51 3.78 -0.016
C 3.64 1.18 2.70 0.039
C 4.94 1.65 2.81 0.007
S 1.43 -0.18 3.62 0.031
O 1.59 -1.43 2.89 0.015
O 0.94 -0.31 4.98 0.001
N 0.61 0.79 2.71 -0.004
C 0.53 2.18 3.15 0.008
C 0.22 3.22 2.06 0.016
O 0.66 4.35 2.19 0.002
O 1.38 2.18 0.57 -0.025
H 7.59 1.61 4.95 0.000
H 7.07 3.10 4.16 0.000
H 7.67 1.75 3.19 0.000
H 5.65 0.67 5.96 0.000
H 3.31 -0.17 5.79 0.000
H 3.03 1.37 1.82 0.003
H 5.38 2.19 1.98 0.000
H 1.43 2.54 3.65 -0.003
H -0.30 2.34 3.87 -0.001
N -3.77 -2.94 1.68 0.001
N -2.53 -2.60 1.15 0.009
N -1.85 -3.40 0.36 -0.008
C -0.81 -2.64 0.08 0.034
N -0.88 -1.45 0.68 0.042
N -1.99 -1.44 1.37 0.043
H -3.64 -3.79 2.22 0.000
H -4.02 -2.18 2.30 0.000
H 0.00 -2.94 -0.57 0.000
C -4.06 -1.82 -2.47 0.000
C -5.24 -0.87 -2.66 0.000
C -5.99 -1.21 -3.95 0.000
C -6.18 -0.97 -1.46 0.000
O -4.83 0.49 -2.73 0.002
Si -3.45 1.17 -3.33 0.012
S -1.80 0.92 -2.14 0.070
O -3.86 2.75 -3.60 0.000
C -4.51 3.70 -2.76 0.000
C -6.02 3.57 -2.98 0.000
C -4.17 3.49 -1.29 0.000
C -4.02 5.07 -3.22 0.000
O -3.30 0.52 -4.84 -0.006
C -2.59 0.98 -5.99 0.001
C -2.31 -0.26 -6.83 0.000
C -1.28 1.65 -5.61 -0.001
C -3.49 1.95 -6.76 0.000
H -4.42 -2.85 -2.38 0.000
H -3.49 -1.55 -1.58 0.001
H -3.38 -1.76 -3.33 0.000
H -6.35 -2.24 -3.92 0.000
H -5.32 -1.09 -4.80 0.000
H -6.83 -0.54 -4.08 0.000
H -6.58 -1.98 -1.36 0.000
H -7.00 -0.27 -1.57 0.000
H -5.63 -0.72 -0.55 0.000
H -6.34 2.57 -2.69 0.000
H -6.25 3.71 -4.03 0.000
H -6.56 4.31 -2.39 0.000
H -4.50 2.51 -0.95 0.000
H -4.65 4.26 -0.68 0.000
H -3.09 3.55 -1.14 0.000
H -4.24 5.21 -4.28 0.000
H -2.94 5.15 -3.08 0.000
H -4.51 5.87 -2.66 0.000
H -1.69 -0.96 -6.27 0.000
H -1.80 0.00 -7.76 0.000
H -3.25 -0.77 -7.08 0.000
H -0.65 0.97 -5.03 0.000
H -1.46 2.53 -4.99 0.000
H -0.74 1.96 -6.51 0.000
H -4.43 1.46 -7.02 0.000
H -3.00 2.28 -7.67 0.000
H -3.71 2.81 -6.13 0.000



[3]
108
Properties=species:S:1:pos:R:3:mulliken_spin:R:1 method="wB97M-V/def2-TZVPD" total_charge=+1 orbital_gap_ev="7.4 / 5.3" multiplicity=2
N -3.45 2.87 -3.54 0.000
H -3.37 2.46 -4.46 0.000
H -4.20 3.55 -3.50 0.000
H -2.65 3.39 -3.21 0.001
H -3.49 2.12 -2.87 -0.005
N 3.49 -1.03 1.43 -0.001
H 3.27 -0.26 2.03 0.001
H 2.96 -1.79 1.83 0.000
H 4.49 -1.18 1.53 0.000
H 3.18 -0.83 0.49 0.001
C -1.08 0.29 0.23 0.097
C -1.60 0.43 -1.02 0.192
C -0.83 0.30 -2.31 -0.078
O -1.34 0.65 -3.47 0.032
C 0.48 0.00 -2.34 0.121
C 1.17 -0.19 -1.06 -0.091
C 0.34 -0.06 0.34 0.163
O 0.94 -0.18 1.48 0.196
O 2.35 -0.54 -0.96 -0.024
O -2.88 0.73 -1.05 0.383
H -1.85 0.39 0.98 -0.007
H 1.01 -0.05 -3.27 0.014
C 1.38 3.97 0.83 0.000
C 0.34 3.48 1.85 -0.015
C 1.06 2.92 3.04 0.002
S 2.80 2.52 2.59 0.000
O 3.18 1.15 2.83 0.001
O 3.70 3.59 3.04 0.000
C 2.52 2.94 0.76 0.007
H 1.70 4.96 1.17 0.000
H 0.86 4.05 -0.12 0.000
H -0.26 2.66 1.46 0.014
H -0.25 4.36 2.10 0.000
H 0.61 1.98 3.35 0.000
H 1.03 3.54 3.94 0.000
H 2.22 2.09 0.14 -0.004
H 3.44 3.40 0.38 0.000
C -5.15 -0.65 -3.04 0.002
C -4.81 -1.88 -3.91 0.000
C -5.67 -1.83 -5.16 0.000
S -7.28 -1.27 -4.56 0.000
O -8.27 -2.33 -4.42 0.000
O -7.57 -0.14 -5.47 0.000
C -6.66 -0.65 -2.86 0.000
H -4.82 0.32 -3.40 0.002
H -4.68 -0.87 -2.08 -0.004
H -4.83 -2.76 -3.26 0.000
H -3.74 -1.93 -4.09 0.000
H -5.77 -2.65 -5.87 0.000
H -5.17 -1.06 -5.76 0.000
H -6.94 -1.45 -2.18 0.000
H -7.17 0.30 -2.69 0.000
C 2.53 -3.04 -3.56 0.000
C 1.82 -3.76 -2.39 0.001
C 2.90 -4.23 -1.36 -0.001
S 4.52 -3.45 -1.86 0.000
O 5.32 -4.41 -2.62 0.000
O 5.11 -2.53 -0.81 0.000
C 3.82 -2.33 -3.10 -0.001
H 1.83 -2.36 -4.04 0.000
H 2.84 -3.78 -4.30 0.000
H 1.18 -4.60 -2.65 0.000
H 1.06 -3.13 -1.93 -0.002
H 3.15 -5.28 -1.21 0.000
H 2.60 -3.73 -0.44 0.000
H 4.59 -2.24 -3.86 0.000
H 3.63 -1.39 -2.58 0.001
C 1.33 1.95 -5.87 -0.001
C 2.38 2.51 -4.99 0.000
C 1.59 3.40 -3.91 0.005
S 0.21 4.18 -4.71 0.000
O 0.70 5.33 -5.45 0.000
O -1.03 4.24 -3.95 0.000
C 0.08 2.80 -5.93 0.000
H 1.23 0.89 -5.65 0.001
H 1.58 1.94 -6.93 0.000
H 3.02 3.20 -5.54 0.000
H 3.12 1.79 -4.65 0.000
H 2.20 4.14 -3.40 0.000
H 1.15 2.71 -3.19 -0.004
H -0.23 3.23 -6.88 0.000
H -0.66 2.11 -5.52 0.000
C -2.46 0.44 4.44 0.001
C -1.88 -0.67 5.25 0.000
O -0.99 -0.11 6.20 0.000
P 0.17 -0.91 6.93 0.000
O 1.05 -0.10 7.81 0.000
O -0.55 -2.20 7.56 0.000
C -0.73 -2.32 9.00 0.000
C 0.52 -2.83 9.72 0.000
O 0.98 -1.55 5.63 0.000
C 2.02 -0.86 4.86 -0.003
C 3.20 -1.79 5.00 0.000
H -1.78 0.46 3.58 -0.001
H -3.43 0.18 4.00 0.000
H -2.45 1.40 4.95 0.000
H -2.63 -1.24 5.81 0.000
H -1.42 -1.38 4.56 0.000
H -1.11 -1.35 9.31 0.000
H -1.61 -2.96 9.15 0.000
H 0.48 -3.02 10.79 0.000
H 0.74 -3.85 9.38 0.000
H 1.46 -2.28 9.61 0.000
H 1.71 -0.83 3.82 0.003
H 2.11 0.20 5.10 0.000
H 4.13 -1.46 4.54 0.000
H 3.22 -2.26 5.98 0.000
H 2.95 -2.68 4.42 0.000



[4]
120
Properties=species:S:1:pos:R:3:lowdin_charge:R:1 method="wB97M-V/def2-TZVPD" total_charge=-1 orbital_gap_ev=6.8
C 5.73 3.97 2.31 -0.109
O 6.26 4.25 1.02 -0.198
C 5.35 3.90 -0.02 -0.243
C 5.38 2.36 -0.27 -0.159
C 6.70 2.00 -1.00 -0.197
C 7.56 0.94 -0.26 -0.204
C 6.78 -0.34 0.16 -0.207
C 6.31 -1.22 -1.04 -0.198
C 4.96 -0.80 -1.65 -0.205
C 3.73 -1.01 -0.67 -0.235
C 3.11 -2.38 -0.99 -0.258
C 1.93 -2.85 -0.06 -0.252
Si 1.24 -1.58 1.18 0.724
C -0.26 -0.75 0.36 -0.280
C 0.15 0.31 -0.72 -0.224
C -0.99 1.36 -0.95 -0.206
O -0.51 2.64 -0.45 -0.219
C 0.28 3.27 -1.43 -0.145
C 0.49 -2.57 2.66 -0.806
O -0.61 -2.18 3.16 -0.152
O 1.06 -3.58 3.12 -0.121
H 5.98 4.81 2.97 0.086
H 4.63 3.83 2.28 0.090
H 6.14 3.02 2.71 0.085
H 5.69 4.41 -0.93 0.120
H 4.31 4.22 0.19 0.114
H 5.32 1.85 0.71 0.098
H 4.47 2.09 -0.84 0.104
H 7.29 2.93 -1.09 0.102
H 6.53 1.63 -2.03 0.098
H 7.96 1.43 0.65 0.107
H 8.43 0.70 -0.89 0.104
H 7.53 -0.95 0.71 0.105
H 5.99 -0.12 0.89 0.089
H 7.08 -1.06 -1.83 0.106
H 6.37 -2.30 -0.81 0.106
H 4.72 -1.40 -2.55 0.101
H 4.95 0.24 -1.99 0.076
H 3.06 -0.16 -0.89 0.087
H 4.17 -0.94 0.34 0.083
H 3.92 -3.12 -0.88 0.101
H 2.82 -2.43 -2.06 0.098
H 2.15 -3.78 0.49 0.065
H 1.08 -3.10 -0.73 0.071
H 2.20 -0.57 1.65 -0.005
H -0.87 -0.26 1.14 0.070
H -0.91 -1.53 -0.07 0.085
H 0.32 -0.22 -1.68 0.110
H 1.02 0.86 -0.35 0.083
H -1.19 1.52 -2.03 0.082
H -1.90 1.12 -0.37 0.117
H 1.07 2.61 -1.85 0.086
H 0.80 4.13 -0.98 0.085
H -0.33 3.67 -2.27 0.088
C -5.25 3.95 -2.08 -0.153
C -4.97 2.92 -1.02 -0.155
O -4.87 1.68 -1.74 -0.180
S -4.24 1.95 -3.18 0.611
O -2.86 1.67 -3.10 -0.221
O -5.09 1.39 -4.17 -0.227
O -4.44 3.55 -3.20 -0.185
H -6.30 3.94 -2.39 0.134
H -4.98 4.96 -1.76 0.138
H -5.76 2.86 -0.27 0.131
H -4.02 3.11 -0.53 0.135
C -3.27 3.55 3.31 -0.174
C -4.35 2.54 3.52 -0.164
O -5.52 3.32 3.86 -0.180
S -5.45 4.72 3.08 0.606
O -6.24 4.63 1.90 -0.246
O -5.61 5.77 4.02 -0.221
O -3.91 4.65 2.65 -0.192
H -2.86 3.91 4.26 0.131
H -2.46 3.16 2.70 0.131
H -4.10 1.84 4.31 0.117
H -4.56 1.99 2.60 0.135
C 1.93 0.72 5.88 -0.160
C 0.82 -0.28 6.10 -0.143
O -0.32 0.53 6.44 -0.188
S -0.23 1.93 5.66 0.599
O -1.03 1.85 4.49 -0.216
O -0.38 2.97 6.61 -0.226
O 1.31 1.83 5.22 -0.188
H 2.35 1.07 6.83 0.129
H 2.73 0.31 5.27 0.137
H 1.04 -0.98 6.90 0.137
H 0.59 -0.83 5.19 0.121
C -5.39 -1.82 -4.67 -0.175
C -5.75 -2.53 -5.96 -0.170
O -4.64 -3.40 -6.22 -0.185
S -4.02 -3.90 -4.81 0.635
O -4.56 -5.18 -4.52 -0.213
O -2.63 -3.65 -4.82 -0.244
O -4.75 -2.82 -3.87 -0.178
H -4.67 -1.02 -4.84 0.116
H -6.26 -1.43 -4.15 0.136
H -5.89 -1.83 -6.78 0.133
H -6.64 -3.14 -5.84 0.130
C 1.89 -5.98 -6.20 -0.179
C 1.97 -5.60 -4.74 -0.174
O 1.11 -4.47 -4.61 -0.184
S -0.12 -4.62 -5.64 0.628
O -1.23 -5.16 -4.95 -0.233
O -0.20 -3.43 -6.41 -0.207
O 0.52 -5.79 -6.56 -0.190
H 2.51 -5.32 -6.82 0.130
H 2.19 -7.02 -6.38 0.131
H 2.99 -5.34 -4.43 0.134
H 1.60 -6.40 -4.10 0.134
C -3.51 -1.88 4.37 -0.150
C -4.57 -2.94 4.58 -0.152
O -5.77 -2.21 4.92 -0.197
S -5.75 -0.80 4.15 0.589
O -6.54 -0.92 2.98 -0.223
O -5.96 0.23 5.11 -0.225
O -4.21 -0.80 3.72 -0.199
H -3.12 -1.51 5.32 0.135
H -2.68 -2.22 3.75 0.101
H -4.31 -3.64 5.37 0.133
H -4.77 -3.49 3.66 0.133